Computed, not measured: a molecular structure, C20H19BrN6O6Rh at a distorted geometry, with the ωB97M-V functional and the def2-TZVPD basis.

```
53
Properties=species:S:1:pos:R:3
Rh 2.25156 0.64780 0.47181
C 1.55670 1.39100 3.48503
O 1.36901 0.49350 2.37726
C 0.19324 -0.23353 2.32037
C -0.54761 -0.55020 3.42522
C -1.69801 -1.33436 3.27643
Br -2.71954 -1.75758 4.80380
C -2.06597 -1.80219 2.04633
C -1.31345 -1.45946 0.90861
C -0.19773 -0.60863 1.01624
O 0.46517 -0.18511 -0.03110
C -1.65710 -1.99411 -0.38450
N -0.98648 -1.75917 -1.51434
C -1.55605 -2.47173 -2.56222
C -1.22892 -2.56695 -3.90709
C -2.03092 -3.38387 -4.68109
C -3.11770 -4.07922 -4.13504
C -3.44262 -3.98387 -2.79510
C -2.63649 -3.16255 -2.02152
N -2.66338 -2.83815 -0.66712
H 0.67246 2.01729 3.58884
H 2.42114 1.99921 3.23844
H 1.76282 0.81808 4.38713
H -0.25681 -0.21421 4.40960
H -2.93919 -2.43540 1.96805
H -0.17203 -1.14852 -1.48765
H -0.38646 -2.03557 -4.32698
H -1.81412 -3.49196 -5.73459
H -3.71540 -4.70918 -4.77880
H -4.27964 -4.52487 -2.37613
H -3.33101 -3.17566 0.00473
N 4.21426 0.97932 0.98034
N 4.42917 0.05561 2.03690
C 3.76268 -1.20322 1.89575
O 4.08226 -2.10822 2.62036
O 2.83221 -1.20913 0.98524
H 4.77182 0.75808 0.15330
H 4.44914 1.92091 1.27914
H 5.36661 0.01624 2.41142
C -1.65946 4.52109 -0.35683
N -0.43412 3.79117 -0.68251
C 0.15178 3.89335 -1.89982
C 1.26109 3.19235 -2.25379
C 1.77125 2.35291 -1.24041
O 2.76323 1.52281 -1.32076
N 1.23075 2.32330 -0.01226
C 0.07259 2.95478 0.32449
O -0.48664 2.84286 1.39514
H -1.90575 5.17665 -1.18714
H -1.50734 5.10735 0.54575
H -2.47291 3.82063 -0.18080
H -0.33688 4.57034 -2.58746
H 1.70881 3.26001 -3.23065
```

Results
strongest force on any atom = 1.88 eV/A
HOMO = -10.833 eV
LUMO = -3.03 eV
gap between HOMO and LUMO = 7.80 eV
energy above the lowest of the compared OMol25 structures with the same formula, charge and spin = 0.547 eV
total charge = +1